[1]
# CH2F2

One molecule with the formula CH2F2 at a distorted geometry (ωB97M-V with the def2-TZVPD basis set, OMol25).

The geometry in XYZ format:
```
5
Properties=species:S:1:pos:R:3:forces:R:3:nbo_charge:R:1
C 0.0424 -0.0025 -0.0226 -0.464 -1.490 1.407 0.428
H 0.4657 -0.7039 0.7547 -1.079 0.890 -0.136 0.127
H 0.6828 -0.2406 -0.8616 -0.367 0.919 -0.908 0.137
F 0.1139 1.2897 0.4248 -0.141 -1.009 -0.707 -0.336
F -1.3048 -0.3427 -0.2953 2.052 0.690 0.344 -0.357
```
Positions in Å, forces in eV/Å.

The value obtained for the LUMO energy is 1.09 eV. As for the HOMO energy: -12.4 eV. The calculation puts the gap between HOMO and LUMO at 0.49385 Ha. Its total energy is -6503.9317 eV. The SMILES is FCF. The calculation puts the energy above the lowest of the compared OMol25 structures with the same formula, charge and spin at 0.251 eV.

[2]
# C7H16FNO7PS

A 2-piece molecular cluster, C7H16FNO7PS overall (ωB97M-V with the def2-TZVPD basis set, OMol25).

The geometry in XYZ format:
```
34
Properties=species:S:1:pos:R:3:forces:R:3:nbo_charge:R:1
C -0.1555 -0.7235 1.5732 -0.005 -0.404 -0.278 -0.760
C -0.6728 0.5551 1.0420 0.192 0.057 0.099 0.807
O -0.0948 1.5749 0.9669 0.175 0.607 -0.026 -0.469
O -2.0224 0.5254 0.5399 -0.460 -0.346 0.092 -0.565
C -2.9685 1.0083 1.4098 -0.040 0.316 -0.229 0.094
N -4.2446 0.3002 0.9697 0.191 0.185 -0.070 -0.255
F -5.3343 1.0901 1.2714 0.054 -0.006 -0.058 -0.158
P -4.5060 -1.3957 1.6379 0.489 -0.672 0.435 2.443
O -3.2105 -2.0304 1.7702 -0.016 0.332 -0.113 -1.020
O -5.4968 -1.9243 0.5689 0.013 -0.202 0.058 -0.956
O -5.3494 -1.0949 2.9042 -0.041 0.509 -0.240 -0.937
H 0.1403 -0.5840 2.6074 0.094 0.046 0.152 0.270
H -0.8551 -1.5401 1.4828 -0.185 -0.097 0.039 0.257
H 0.7420 -0.9610 1.0048 0.194 -0.050 0.063 0.284
H -2.7857 0.8030 2.4643 0.035 -0.217 0.078 0.199
H -3.1890 2.0669 1.2748 -0.031 0.118 -0.019 0.221
H -4.1969 0.2664 -0.0575 -0.059 -0.014 -0.065 0.453
H -5.1707 -2.7854 0.2467 -0.316 0.034 -0.241 0.554
H -4.8821 -0.5424 3.5511 -0.222 -0.239 0.341 0.537
C 3.8613 0.1686 -3.0813 -0.072 0.012 0.089 -0.407
C 2.8343 1.1567 -2.5049 0.102 -0.093 0.038 -0.402
C 2.5112 0.6910 -1.0790 -0.140 0.273 -0.229 -0.680
S 3.9727 -0.1715 -0.4843 -0.022 0.126 -0.064 2.170
O 3.6124 -1.5530 -0.2802 -0.033 -0.078 0.082 -0.953
O 4.5876 0.5877 0.5697 0.034 -0.071 0.100 -0.931
C 4.9181 -0.0247 -1.9963 -0.034 0.003 -0.203 -0.673
H 4.3045 0.5371 -4.0040 0.012 0.005 -0.014 0.233
H 3.3779 -0.7857 -3.2987 0.017 -0.020 -0.011 0.215
H 3.2661 2.1578 -2.4743 0.025 0.007 0.010 0.216
H 1.9349 1.2072 -3.1159 -0.011 0.005 -0.009 0.223
H 2.2975 1.5147 -0.4031 0.009 -0.045 0.083 0.259
H 1.6930 -0.0271 -1.0630 0.039 -0.065 -0.018 0.224
H 5.5240 -0.9185 -2.1200 0.004 -0.029 0.089 0.262
H 5.5572 0.8510 -1.8934 0.009 0.012 0.040 0.246
```
Positions in Å, forces in eV/Å.

The value obtained for the LUMO energy is -3.81 eV. As for the HOMO energy: -12.3 eV. As for the total charge: +1. The calculation puts the gap between HOMO and LUMO at 0.31089 Ha. Its total energy is -46175.0907 eV.

[3]
# C30H47BrN2O16PS

A 6-piece molecular cluster, C30H47BrN2O16PS overall at a distorted geometry (ωB97M-V with the def2-TZVPD basis set, OMol25).

The geometry in XYZ format:
```
98
Properties=species:S:1:pos:R:3:forces:R:3:lowdin_charge:R:1
C 3.5624 -0.0544 0.2402 -0.158 -0.539 -1.030 -0.080
C 2.6339 -1.4169 -0.0401 0.558 -0.047 0.037 -0.319
C 1.9573 -2.0192 1.3263 0.629 -0.378 0.156 -0.082
C 1.5877 -1.1645 -1.2801 0.009 0.064 -0.389 -0.275
C 0.5668 -2.4253 -1.5739 1.040 -0.025 -0.042 -0.084
C 0.7064 0.2142 -1.1626 0.722 -0.198 -2.876 -0.174
O 0.1123 0.4577 0.1642 -4.853 0.823 -1.559 -0.117
C -1.3341 0.7232 -0.1427 1.789 -1.025 1.130 -0.056
C -2.3491 -0.4966 0.2373 -3.158 4.506 -2.484 0.132
C -3.9192 -0.1023 -0.2012 5.906 3.430 -0.030 -0.280
P -5.3960 -1.2860 0.0408 0.970 -2.550 -0.720 0.366
S -4.6724 -3.1249 -0.1311 -0.170 1.192 0.168 0.149
C -3.9350 1.3844 -0.8708 1.357 -0.007 0.376 -0.492
Br -5.7836 1.9740 -1.5137 2.692 -0.598 0.878 0.652
N -2.8819 2.3875 -1.1028 -2.373 -4.393 1.329 0.032
N -1.6134 2.0564 -0.7443 -1.535 -4.919 1.871 0.094
H 4.2899 -0.2027 1.1594 -1.529 0.231 -1.952 0.094
H 2.9203 0.9107 0.4036 1.084 -1.868 -0.113 0.072
H 4.1732 0.0958 -0.7738 -1.180 -0.128 2.456 0.084
H 3.4186 -2.2314 -0.4217 -1.879 1.720 0.658 0.143
H 0.8772 -2.4517 1.2010 2.032 0.903 0.054 0.073
H 1.9355 -1.1904 2.1561 0.002 -1.607 -1.567 0.077
H 2.6349 -2.9303 1.6924 -1.624 2.187 -0.659 0.096
H 2.2577 -1.0543 -2.2609 -1.477 -0.013 2.087 0.147
H 0.0061 -2.2320 -2.5884 1.001 -0.416 2.054 0.092
H 1.2624 -3.3839 -1.7135 -1.764 1.997 0.388 0.117
H -0.1950 -2.6020 -0.6927 1.516 0.289 -1.831 0.065
H -0.1899 0.1084 -1.9433 1.995 0.074 1.459 0.134
H 1.2902 1.1897 -1.4998 -0.940 -2.051 0.900 0.145
H -2.0597 -1.5215 0.7459 -0.338 2.412 -1.229 0.134
H -6.3462 -1.0915 -1.0399 0.591 0.756 1.090 -0.006
H -5.9808 -1.1701 1.3524 0.208 0.950 -0.887 0.009
H -0.8348 2.7555 -0.9336 -1.278 -1.142 0.338 0.201
C 1.2480 -1.4211 7.0237 -0.110 -0.099 0.692 -0.015
C 2.2878 -2.1620 6.2027 -0.415 0.653 0.854 -0.341
C 2.8565 -1.3560 5.0744 0.624 0.673 0.045 -0.122
O 3.2490 -2.3536 4.1472 -0.416 -0.852 0.108 0.031
C 2.4247 -3.4238 4.3670 -0.168 -2.117 -1.459 -0.515
O 2.3375 -4.3882 3.6257 0.210 2.194 1.643 0.130
O 1.7134 -3.2682 5.5209 0.476 -0.344 -1.013 0.089
H 1.3565 -1.6843 8.0819 -0.139 0.075 -0.195 0.086
H 1.3686 -0.3352 6.9534 0.016 -0.150 -0.088 0.085
H 0.2276 -1.6883 6.7306 0.249 0.067 -0.155 0.094
H 3.0821 -2.5463 6.8542 -0.006 0.071 -0.186 0.163
H 3.7211 -0.7609 5.3872 -0.110 -0.172 -0.191 0.147
H 2.1268 -0.6989 4.5892 -0.116 -0.038 0.166 0.131
C -2.3939 4.9597 -2.3717 -0.117 0.163 0.544 -0.037
C -2.6526 6.1339 -3.2984 -0.059 -0.403 0.877 -0.330
C -3.5884 5.8215 -4.4264 -0.896 -0.143 -0.050 -0.116
O -3.1919 6.7469 -5.4241 0.879 0.198 0.097 0.071
C -1.8686 7.0108 -5.1950 1.651 1.498 -1.947 -0.501
O -1.1421 7.6077 -5.9715 -1.734 -1.458 1.878 0.144
O -1.4704 6.5168 -3.9870 -0.045 0.370 -0.866 0.086
H -2.3228 5.3140 -1.3372 0.002 -0.058 -0.099 0.069
H -3.2081 4.2283 -2.4008 0.198 0.370 -0.198 0.048
H -1.4502 4.4552 -2.6028 -0.115 0.064 -0.321 0.083
H -3.0008 7.0009 -2.7238 -0.023 -0.143 -0.094 0.149
H -4.6361 5.9807 -4.1496 0.197 0.055 -0.183 0.146
H -3.4744 4.8087 -4.8274 0.095 -0.035 0.147 0.140
C 0.0419 6.1726 2.4354 0.684 0.173 0.074 -0.014
C -1.0501 7.1883 2.1527 0.895 -0.435 0.609 -0.340
C -2.3580 6.8723 2.8127 -0.213 0.096 0.912 -0.117
O -3.2970 7.5042 1.9595 0.252 0.076 -1.102 0.071
C -2.7236 7.5340 0.7172 -1.322 0.727 -1.904 -0.503
O -3.3179 7.8232 -0.3076 1.299 -0.772 2.166 0.135
O -1.4030 7.1958 0.7766 -1.048 0.253 -0.398 0.076
H 1.0034 6.6857 2.5496 -0.133 -0.212 -0.071 0.088
H -0.1383 5.6264 3.3671 -0.079 0.078 -0.141 0.087
H 0.1571 5.4557 1.6161 -0.223 0.108 0.127 0.084
H -0.7075 8.1966 2.4157 -0.171 -0.108 -0.007 0.166
H -2.4198 7.2858 3.8250 -0.132 -0.046 -0.259 0.149
H -2.5873 5.8020 2.8490 0.193 -0.008 -0.035 0.139
C -4.9782 -6.9728 -0.0256 -0.102 0.529 0.413 -0.020
C -4.5470 -6.8811 -1.4782 -0.609 0.111 0.929 -0.354
C -5.0583 -7.9999 -2.3343 -0.856 -0.209 -0.294 -0.117
O -4.0874 -8.0711 -3.3645 0.928 0.312 0.235 0.067
C -2.9195 -7.6097 -2.8203 2.420 -0.325 -1.327 -0.505
O -1.8262 -7.7120 -3.3506 -2.533 0.281 1.239 0.138
O -3.1394 -7.0239 -1.6077 0.380 -0.305 -0.874 0.079
H -5.1908 -5.9697 0.3608 0.045 -0.216 0.047 0.030
H -5.8953 -7.5590 0.0929 0.164 0.011 -0.086 0.089
H -4.1948 -7.4005 0.6084 -0.123 -0.095 -0.274 0.099
H -4.8241 -5.9052 -1.8952 -0.005 -0.138 -0.088 0.141
H -6.0466 -7.7809 -2.7525 0.258 -0.101 -0.050 0.145
H -5.0929 -8.9675 -1.8225 0.018 0.155 0.150 0.145
C 8.4204 -2.8843 -0.9608 0.538 -0.409 -0.191 -0.011
C 7.6334 -1.9931 -1.9045 1.008 -0.393 0.578 -0.338
C 7.1010 -0.7488 -1.2608 0.573 0.729 0.369 -0.115
O 5.9649 -0.4506 -2.0542 -0.548 -0.764 -0.614 0.028
C 5.5284 -1.6454 -2.5593 -1.771 -0.494 -1.105 -0.509
O 4.4587 -1.8039 -3.1229 2.095 0.422 1.252 0.121
O 6.4450 -2.6336 -2.3470 -1.152 0.782 -0.389 0.093
H 9.2709 -3.3257 -1.4924 -0.177 -0.001 0.175 0.086
H 8.8319 -2.3231 -0.1155 -0.148 -0.019 -0.112 0.088
H 7.8156 -3.7136 -0.5802 -0.050 0.303 -0.025 0.097
H 8.2346 -1.7542 -2.7903 -0.149 0.092 0.097 0.163
H 7.8215 0.0753 -1.2969 -0.276 -0.088 -0.047 0.148
H 6.7734 -0.8923 -0.2256 0.096 -0.169 -0.043 0.137
```
Positions in Å, forces in eV/Å.

The value obtained for the LUMO energy is -6.19 eV. As for the HOMO energy: -12.2 eV. As for the total charge: +1. The calculation puts the gap between HOMO and LUMO at 0.22094 Ha. Its total energy is -157762.5525 eV.

Which of these has the lowest gap between HOMO and LUMO?
C30H47BrN2O16PS

Which value of gap between HOMO and LUMO does entry 2 give?
0.31089 Ha

gap between HOMO and LUMO of number 1 (CH2F2)?
0.49385 Ha